This record from the Open Molecules 2025 dataset describes 2 unconnected molecules or ions with the total composition C68H79N3O2 at a distorted geometry. The level of theory is the ωB97M-V functional and the def2-TZVPD basis.

Properties
Total energy: -2953.1618 hartree
LUMO: -0.04279 hartree
Frontier orbital gap: 0.185 Eh
Max |F|: 4.2 eV/A
HOMO: -0.228 Ha

Last columns: bonded neighbours and bond lengths (Å).
Element x y z (Å)
1 C 4.26209 -1.05085 3.36072  C2 1.531, H46 1.096, H47 1.095, H48 1.099
2 C 3.35005 -0.21691 4.26436  C1 1.531, C3 1.532, C4 1.522, H49 1.098
3 C 3.22372 -0.86929 5.64450  C2 1.532, H50 1.096, H51 1.097, H52 1.096
4 C 2.00462 0.00639 3.58869  C2 1.522, C5 1.398, C45 1.395
5 C 0.97431 -0.92936 3.72009  C4 1.398, C6 1.384, H53 1.093
6 C -0.17363 -0.84104 2.95290  C5 1.384, C7 1.522, C10 1.421
7 C -1.27067 -1.89608 2.95761  C6 1.522, C8 1.528, C9 1.525, H54 1.095
8 C -1.39533 -2.67416 4.26675  C7 1.528, H55 1.100, H56 1.098, H57 1.101
9 C -1.29756 -2.78627 1.72012  C7 1.525, H58 1.097, H59 1.101, H60 1.100
10 C -0.33489 0.30685 2.13024  C6 1.421, C11 1.449, C41 1.423
11 C -1.53928 0.43062 1.33362  C10 1.449, N12 1.394, C39 1.373
12 N -2.76472 0.79806 1.88672  C11 1.394, C13 1.460, N25 1.344
13 C -3.18458 0.66763 3.27845  N12 1.460, C14 1.423, C21 1.416
14 C -4.09638 -0.35814 3.65335  C13 1.423, C15 1.524, C18 1.403
15 C -4.87821 -1.16935 2.62667  C14 1.524, C16 1.524, C17 1.529, H61 1.100
16 C -6.08881 -0.33385 2.22614  C15 1.524, H62 1.098, H63 1.096, H64 1.102
17 C -5.25693 -2.56935 3.10965  C15 1.529, H65 1.099, H66 1.100, H67 1.097
18 C -4.31443 -0.61174 5.01573  C14 1.403, C19 1.389, H68 1.095
19 C -3.67198 0.14139 5.98953  C18 1.389, C20 1.385, H69 1.089
20 C -2.85441 1.19860 5.62415  C19 1.385, C21 1.396, H70 1.090
21 C -2.63141 1.50243 4.28018  C13 1.416, C20 1.396, C22 1.516
22 C -1.91696 2.79557 3.94033  C21 1.516, C23 1.528, C24 1.529, H71 1.094
23 C -0.97860 3.28863 5.04084  C22 1.528, H72 1.099, H73 1.097, H74 1.100
24 C -2.89990 3.89890 3.54831  C22 1.529, H75 1.100, H76 1.103, H77 1.099
25 N -3.66963 0.98598 0.91037  N12 1.344, N26 1.358
26 N -3.00408 0.81150 -0.26043  N25 1.358, C27 1.444, C39 1.439
27 C -3.85283 0.89802 -1.42498  N26 1.444, C28 1.403, C35 1.406
28 C -4.45407 -0.28049 -1.89105  C27 1.403, C29 1.528, C32 1.393
29 C -4.31321 -1.59286 -1.12079  C28 1.528, C30 1.521, C31 1.525, H78 1.098
30 C -3.34910 -2.51793 -1.84743  C29 1.521, H79 1.098, H80 1.096, H81 1.100
31 C -5.65836 -2.25798 -0.84985  C29 1.525, H82 1.096, H83 1.096, H84 1.096
32 C -5.26182 -0.22233 -3.02445  C28 1.393, C33 1.388, H85 1.094
33 C -5.58812 1.00271 -3.59046  C32 1.388, C34 1.392, H86 1.095
34 C -5.19386 2.17586 -2.95323  C33 1.392, C35 1.392, H87 1.094
35 C -4.34950 2.14335 -1.84708  C27 1.406, C34 1.392, C36 1.536
36 C -4.17206 3.46241 -1.08020  C35 1.536, C37 1.522, C38 1.530, H88 1.101
37 C -2.75100 3.80125 -0.65199  C36 1.522, H89 1.096, H90 1.099, H91 1.096
38 C -5.12372 3.54935 0.11412  C36 1.530, H92 1.096, H93 1.097, H94 1.096
39 C -1.66933 0.32589 -0.02935  C11 1.373, N26 1.439, C40 1.430
40 C -0.58683 -0.10530 -0.85860  C39 1.430, H95 1.087, H96 1.096
41 C 0.63846 1.34437 2.09198  C10 1.423, C42 1.538, C45 1.392
42 C 0.31635 2.69209 1.42431  C41 1.538, C43 1.509, C44 1.535, H97 1.103
43 C 0.59813 2.74196 -0.05766  C42 1.509, H98 1.092, H99 1.100, H100 1.090
44 C 1.01602 3.89518 2.07135  C42 1.535, H101 1.097, H102 1.100, H103 1.099
45 C 1.83416 1.12273 2.76996  C4 1.395, C41 1.392, H104 1.092
46 H 4.41135 -0.55726 2.39354  C1 1.096
47 H 5.24414 -1.20420 3.82029  C1 1.095
48 H 3.81308 -2.03530 3.17085  C1 1.099
49 H 3.80529 0.77347 4.39603  C2 1.098
50 H 2.49811 -0.33463 6.26762  C3 1.096
51 H 2.91085 -1.91660 5.55714  C3 1.097
52 H 4.19292 -0.84441 6.15542  C3 1.096
53 H 1.08613 -1.76082 4.42081  C5 1.093
54 H -2.20002 -1.31989 2.90310  C7 1.095
55 H -1.45392 -1.97915 5.11725  C8 1.100
56 H -2.31388 -3.27583 4.25112  C8 1.098
57 H -0.53903 -3.35179 4.40827  C8 1.101
58 H -1.39815 -2.18403 0.80850  C9 1.097
59 H -0.37696 -3.38564 1.64401  C9 1.101
60 H -2.16026 -3.46708 1.76747  C9 1.100
61 H -4.24282 -1.27942 1.73580  C15 1.100
62 H -5.71426 0.51669 1.64071  C16 1.098
63 H -6.81039 -0.89977 1.62619  C16 1.096
64 H -6.60251 0.04498 3.12399  C16 1.102
65 H -4.38379 -3.10691 3.50456  C17 1.099
66 H -6.03087 -2.52385 3.88961  C17 1.100
67 H -5.66281 -3.16193 2.28016  C17 1.097
68 H -4.99765 -1.40808 5.32827  C18 1.095
69 H -3.82904 -0.06489 7.04703  C19 1.089
70 H -2.40752 1.81312 6.40526  C20 1.090
71 H -1.29816 2.55867 3.07007  C22 1.094
72 H -0.23643 2.52067 5.29880  C23 1.099
73 H -0.45056 4.19170 4.71050  C23 1.097
74 H -1.54524 3.55816 5.94386  C23 1.100
75 H -3.58993 3.56422 2.75969  C24 1.100
76 H -3.49356 4.20388 4.42613  C24 1.103
77 H -2.35488 4.78026 3.18316  C24 1.099
78 H -3.87872 -1.32507 -0.14858  C29 1.098
79 H -2.35438 -2.05628 -1.89352  C30 1.098
80 H -3.26678 -3.48385 -1.33590  C30 1.096
81 H -3.70508 -2.68788 -2.87424  C30 1.100
82 H -6.37395 -1.54453 -0.42590  C31 1.096
83 H -6.08535 -2.65959 -1.77602  C31 1.096
84 H -5.54576 -3.08403 -0.13855  C31 1.096
85 H -5.68665 -1.15062 -3.41775  C32 1.094
86 H -6.19995 1.04906 -4.49800  C33 1.095
87 H -5.58452 3.13379 -3.30807  C34 1.094
88 H -4.48615 4.23226 -1.80220  C36 1.101
89 H -2.01851 3.59097 -1.43911  C37 1.096
90 H -2.69941 4.87125 -0.40818  C37 1.099
91 H -2.48210 3.24989 0.25678  C37 1.096
92 H -6.17134 3.49757 -0.20308  C38 1.096
93 H -4.92734 2.71775 0.80251  C38 1.097
94 H -4.97233 4.48617 0.66189  C38 1.096
95 H -0.66244 -0.11500 -1.94243  C40 1.087
96 H 0.30413 -0.47039 -0.33564  C40 1.096
97 H -0.77192 2.84977 1.51280  C42 1.103
98 H 0.10472 1.94178 -0.61332  C43 1.092
99 H 0.30255 3.70781 -0.49382  C43 1.100
100 H 1.67037 2.60777 -0.20378  C43 1.090
101 H 0.92781 3.87295 3.16452  C44 1.097
102 H 2.08041 3.93241 1.79514  C44 1.100
103 H 0.54067 4.81743 1.70918  C44 1.099
104 H 2.64076 1.85506 2.70227  C45 1.092
105 C 3.59514 5.43240 -1.91955  O106 1.451, H133 1.091, H134 1.099, H135 1.100
106 O 3.80125 4.38589 -0.93603  C105 1.451, C107 1.365
107 C 3.62919 3.09495 -1.34557  O106 1.365, C108 1.424, C132 1.413
108 C 3.95202 2.05950 -0.42334  C107 1.424, C109 1.380, H136 1.091
109 C 3.39547 0.80581 -0.57818  C108 1.380, C110 1.433, H137 1.096
110 C 2.61173 0.48225 -1.73297  C109 1.433, C111 1.443, C131 1.420
111 C 2.26110 -0.87803 -2.06210  C110 1.443, C112 1.442, H138 1.084
112 C 3.09383 -1.55406 -3.02611  C111 1.442, C113 1.431, C130 1.442
113 C 3.35339 -2.95991 -2.95604  C112 1.431, C114 1.383, H139 1.090
114 C 4.33941 -3.58384 -3.69924  C113 1.383, C115 1.475, C121 1.475
115 C 4.63163 -5.02538 -3.58583  C114 1.475, C116 1.417, C120 1.411
116 C 3.76822 -5.90603 -2.88858  C115 1.417, C117 1.393, H140 1.088
117 C 4.01095 -7.27700 -2.86046  C116 1.393, C118 1.407, H141 1.090
118 C 5.14078 -7.82556 -3.49509  C117 1.407, C119 1.402, H142 1.094
119 C 6.03754 -6.96239 -4.14131  C118 1.402, C120 1.384, H143 1.091
120 C 5.78908 -5.60049 -4.15220  C115 1.411, C119 1.384, H144 1.083
121 C 5.16797 -2.78128 -4.61851  C114 1.475, O122 1.260, C123 1.472
122 O 6.20466 -3.25945 -5.15077  C121 1.260
123 C 4.74651 -1.39860 -4.89805  C121 1.472, C124 1.482, C130 1.381
124 C 5.38505 -0.65482 -6.00969  C123 1.482, C125 1.422, C129 1.414
125 C 4.89570 0.59673 -6.47461  C124 1.422, C126 1.400, H145 1.093
126 C 5.44369 1.22292 -7.60019  C125 1.400, C127 1.408, H146 1.092
127 C 6.53146 0.65906 -8.29327  C126 1.408, C128 1.401, H147 1.094
128 C 7.07218 -0.54175 -7.81635  C127 1.401, C129 1.391, H148 1.092
129 C 6.51980 -1.14941 -6.69372  C124 1.414, C128 1.391, H149 1.081
130 C 3.78057 -0.84830 -4.07892  C112 1.442, C123 1.381, H150 1.085
131 C 2.37308 1.52412 -2.66807  C110 1.420, C132 1.379, H151 1.089
132 C 2.93049 2.77824 -2.53209  C107 1.413, C131 1.379, H152 1.092
133 H 3.94503 6.33566 -1.41847  C105 1.091
134 H 4.18130 5.23694 -2.82849  C105 1.099
135 H 2.53068 5.51843 -2.18464  C105 1.100
136 H 4.58270 2.33158 0.42402  C108 1.091
137 H 3.62766 0.00118 0.12811  C109 1.096
138 H 1.58516 -1.45307 -1.43943  C111 1.084
139 H 2.79144 -3.53672 -2.22153  C113 1.090
140 H 2.89907 -5.50555 -2.37199  C116 1.088
141 H 3.30836 -7.92897 -2.34230  C117 1.090
142 H 5.31926 -8.90455 -3.48366  C118 1.094
143 H 6.93665 -7.32749 -4.63948  C119 1.091
144 H 6.51267 -4.95481 -4.63506  C120 1.083
145 H 4.06725 1.07650 -5.94759  C125 1.093
146 H 5.02064 2.16497 -7.95414  C126 1.092
147 H 6.95411 1.14344 -9.17897  C127 1.094
148 H 7.92360 -1.02372 -8.30072  C128 1.092
149 H 6.98508 -2.06321 -6.35073  C129 1.081
150 H 3.55600 0.20382 -4.21949  C130 1.085
151 H 1.79974 1.29632 -3.56498  C131 1.089
152 H 2.77206 3.54846 -3.29007  C132 1.092